The following is a DFT calculation (ωB97M-V/def2-TZVPD) of C15H20N3O3S2Zr as an isolated structure.

Geometry as XYZ:
```
44
C15H20N3O3S2Zr, DFT ωB97M-V/def2-TZVPD
Zr -0.07272 -0.26053 -0.28166
C 4.07510 3.21214 0.21075
N 3.54100 1.85375 0.00014
C 4.54029 0.77147 0.05837
C 2.29998 1.62970 -0.25985
O 1.84433 0.43119 -0.47846
C 1.26100 2.73401 -0.30434
O -0.00449 2.04098 -0.27472
C -1.11484 2.72750 0.33488
C -2.25705 1.72657 0.26215
O -1.95722 0.56992 -0.24842
N -3.43698 2.00791 0.69606
C -3.78552 3.33899 1.22491
C -4.55926 1.05691 0.58972
H 5.03410 3.27777 -0.29838
H 3.41819 3.97046 -0.20481
H 4.23015 3.38223 1.27566
H 5.14378 0.92222 0.95132
H 4.05299 -0.19502 0.09444
H 5.18016 0.83728 -0.82055
H 1.34619 3.40934 0.54744
H 1.33528 3.30533 -1.23296
H -0.86906 2.97647 1.37016
H -1.35453 3.63482 -0.22287
H -2.91623 3.84756 1.63253
H -4.23376 3.93932 0.43339
H -4.51211 3.20717 2.02224
H -4.21104 0.09725 0.22880
H -5.00935 0.94998 1.57434
H -5.29649 1.46881 -0.09835
S -0.01057 -0.85084 2.01960
C -0.07068 -2.39372 1.13224
N -0.11280 -2.38689 -0.21029
C -0.12486 -3.68796 -0.73605
C -0.16699 -4.04100 -2.08087
C -0.17646 -5.38576 -2.38684
C -0.14695 -6.36079 -1.37993
C -0.10735 -6.01782 -0.04358
C -0.09629 -4.66098 0.26491
S -0.05419 -3.92021 1.84489
H -0.19230 -3.28561 -2.85581
H -0.20860 -5.69760 -3.42164
H -0.15683 -7.40632 -1.65576
H -0.08702 -6.77601 0.72720
```

Calculated values
- Net charge: +3
- Orbital gap: 6.8 eV
- Molar mass: 445.70 g mol⁻¹

The following is a DFT calculation (ωB97M-V/def2-TZVPD) of an isolated ion of composition C15H20N3S2 and charge +1 at a distorted geometry.

Geometry as XYZ:
```
40
C15H20N3S2, DFT ωB97M-V/def2-TZVPD
C 2.67885 1.66968 2.60486
C 1.88271 0.74572 3.29026
C 0.49771 0.72684 3.08916
C -0.08181 1.70174 2.27670
C -1.53607 2.01924 2.52105
N -1.58048 2.75098 3.82047
C -2.80303 3.06195 4.35984
N -4.05113 2.57910 4.28669
C -4.92717 3.31897 5.19100
C -3.97888 4.30691 5.89839
N -2.72020 4.08788 5.20028
C -1.35706 4.55371 5.33823
C -0.64544 3.86540 4.17636
S -2.19112 3.07318 1.19703
C -3.58317 2.13991 0.52592
C -3.32106 0.66574 0.24535
C -3.45760 -0.07430 1.55570
S -2.55560 0.58129 2.96076
C 0.71562 2.50130 1.44849
C 2.10205 2.53193 1.66829
H 3.75131 1.69562 2.78958
H 2.32444 0.05180 4.00394
H -0.13025 -0.02623 3.57580
H -4.22353 1.66540 3.85186
H -5.40714 2.61627 5.87993
H -5.69085 3.83687 4.60042
H -3.90116 4.04077 6.96411
H -4.30021 5.35278 5.81645
H -0.91729 4.26741 6.30337
H -1.29319 5.63904 5.24110
H -0.55933 4.54778 3.31364
H 0.36906 3.50286 4.41867
H -4.43022 2.27937 1.21912
H -3.78092 2.68916 -0.40534
H -4.08545 0.28864 -0.44299
H -2.34628 0.50280 -0.21858
H -4.51519 -0.03982 1.86970
H -3.11466 -1.11525 1.51679
H 0.27426 3.11002 0.65236
H 2.72158 3.25194 1.13004
```

Calculated values
- Net charge: +1
- Orbital gap: 9.5 eV
- SMILES: c1ccc(C2([N+]3=C4NCCN4CC3)SCCCS2)cc1
- Molar mass: 306.48 g mol⁻¹

The following is a DFT calculation (ωB97M-V/def2-TZVPD) of one molecule with the formula C15H20N4OS at a distorted geometry.

Geometry as XYZ:
```
41
C15H20N4OS, DFT ωB97M-V/def2-TZVPD
C 0.73716 1.81617 0.28212
C 1.95361 2.29435 1.06690
C 3.28032 1.75327 0.53462
C 3.41727 0.23357 0.63834
N 2.72733 -0.43462 -0.42982
N 2.87231 -0.11818 -1.72154
N 2.15453 -0.90982 -2.39878
N 1.51458 -1.77310 -1.62724
C 1.86747 -1.48196 -0.39219
S 1.31629 -2.25007 1.04880
C 0.31089 -3.55981 0.29425
C -0.58881 -3.11400 -0.85875
O -0.74898 -3.86366 -1.78933
C -1.27253 -1.81311 -0.73462
C -1.55735 -1.11101 -1.90376
C -2.19055 0.11212 -1.83377
C -2.57750 0.65464 -0.61414
C -3.28104 1.97438 -0.56539
C -2.31168 -0.05396 0.56330
C -2.72613 0.49499 1.89407
C -1.65662 -1.27293 0.49039
H -0.14145 2.38604 0.57298
H 0.88859 1.95043 -0.78675
H 0.52435 0.76736 0.47313
H 1.99689 3.38463 1.02163
H 1.84216 2.01173 2.11663
H 3.40183 2.03472 -0.51297
H 4.09544 2.20328 1.10362
H 4.47561 -0.04260 0.57767
H 3.00730 -0.13864 1.58084
H 0.97930 -4.34155 -0.06899
H -0.30060 -3.96010 1.10532
H -1.24980 -1.53208 -2.84770
H -2.39460 0.65763 -2.74358
H -4.27011 1.86283 -0.12171
H -3.39390 2.38771 -1.56400
H -2.72638 2.68682 0.04441
H -2.44015 -0.17985 2.69669
H -2.25842 1.46243 2.07370
H -3.80545 0.63832 1.92961
H -1.47119 -1.81634 1.40603
```

Calculated values
- Net charge: 0
- Orbital gap: 9.3 eV
- SMILES: CCCCn1nnnc1SCC(=O)c1ccc(C)c(C)c1
- Molar mass: 304.42 g mol⁻¹

The following is a DFT calculation (ωB97M-V/def2-TZVPD) of C15H20NO5Rb as an isolated structure at a distorted geometry.

Geometry as XYZ:
```
42
C15H20NO5Rb, DFT ωB97M-V/def2-TZVPD
Rb 2.06475 -18.43367 -11.75559
C 4.69764 -18.74300 -8.80219
C 4.66808 -17.19492 -8.85972
C 5.73528 -16.73046 -9.92523
C 5.69524 -15.23240 -10.35189
C 4.31449 -14.85054 -10.79523
C 3.15304 -15.25802 -9.87337
N 3.32653 -16.67716 -9.43459
O 2.07452 -17.18865 -8.78973
C 1.90272 -15.07345 -10.80393
C 3.05335 -14.27746 -8.67002
C 5.04073 -16.69667 -7.41481
H 4.13762 -19.13744 -7.95431
H 5.65479 -19.22487 -8.60281
H 4.42800 -19.24758 -9.72998
H 5.48849 -17.25989 -10.84550
H 6.76762 -16.94737 -9.65078
H 6.43057 -15.10912 -11.14699
H 5.89224 -14.74653 -9.39627
H 4.02992 -15.05246 -11.82787
H 4.48322 -13.78738 -10.96649
H 1.93024 -15.69320 -11.70017
H 1.68920 -14.06077 -11.14596
H 0.92843 -15.22779 -10.34019
H 3.98617 -14.30093 -8.10663
H 2.20201 -14.38137 -7.99733
H 2.94348 -13.29381 -9.12659
H 5.22236 -15.62652 -7.31535
H 5.94151 -17.19611 -7.05810
H 4.24528 -16.91292 -6.70165
C -0.58703 -22.76663 -9.58384
C -1.49809 -23.49041 -10.25325
C -1.81544 -23.25838 -11.69172
O -2.79720 -23.89757 -12.32193
C -1.16562 -22.31261 -12.44268
C -0.11601 -21.47690 -11.82817
C 0.17904 -21.73358 -10.27484
O 1.08777 -21.00656 -9.74658
O 0.59421 -20.68753 -12.47817
O -2.17770 -24.15842 -9.43773
H -0.38799 -22.78621 -8.52252
H -1.33821 -22.06469 -13.47957
```

Calculated values
- Expectation value of S²: 0.756
- Net charge: -1
- 2S+1: 2
- Orbital gap (spin up / spin down): 3.4 / 2.6 eV
- Molar mass: 379.79 g mol⁻¹

The following is a DFT calculation (ωB97M-V/def2-TZVPD) of C15H21BBrF2GaNO as an isolated structure at a distorted geometry.

Geometry as XYZ:
```
43
C15H21BBrF2GaNO, DFT ωB97M-V/def2-TZVPD
C 3.38190 2.39849 -2.59797
C 2.93627 2.32142 -0.99883
C 2.44865 0.78168 -0.68131
Br 1.23401 0.13082 -2.13805
Ga 3.99341 -0.56486 -0.37149
B 3.39026 -1.82033 1.17911
N 4.46851 -2.15826 2.23700
O 2.03613 -2.37677 1.37055
H 2.43158 2.66355 -3.24363
H 4.24441 3.16656 -2.78826
H 3.82740 1.32566 -2.85780
H 3.86812 2.64145 -0.33877
H 2.01430 3.03254 -0.75483
H 1.80997 0.78913 0.31930
H 4.39361 -1.32063 -1.72103
H 5.24698 0.28640 0.21666
H 5.29685 -1.55152 1.99496
H 4.06528 -1.72010 3.11939
H 1.85216 -3.15047 0.75900
F -4.24711 -4.75755 2.89355
C -3.23653 -3.88946 3.03411
C -1.96562 -4.24173 2.59329
C -0.91417 -3.33618 2.73477
C -1.14345 -2.09138 3.32609
C -2.42162 -1.74907 3.76998
C -3.47501 -2.65039 3.61819
H -1.80473 -5.21628 2.14403
H 0.08154 -3.59897 2.38628
H -0.32213 -1.38713 3.44029
H -2.59679 -0.78126 4.23363
H -4.47663 -2.39716 3.94947
F -1.04883 3.67541 -1.08793
C -2.03412 3.14277 -1.82284
C -3.32774 3.63617 -1.69331
C -4.35300 3.08533 -2.46207
C -4.07481 2.03876 -3.34472
C -2.77406 1.54705 -3.46389
C -1.74714 2.10556 -2.70327
H -3.52644 4.44388 -0.99648
H -5.36632 3.46921 -2.37388
H -4.87561 1.60643 -3.94085
H -2.56071 0.72969 -4.14851
H -0.72876 1.74155 -2.78993
```

Calculated values
- Net charge: -1
- Orbital gap: 7.0 eV
- Molar mass: 429.77 g mol⁻¹

The following is a DFT calculation (ωB97M-V/def2-TZVPD) of a 4-piece molecular cluster, C15H21BF12N2O12 overall at a distorted geometry.

Geometry as XYZ:
```
63
C15H21BF12N2O12, DFT ωB97M-V/def2-TZVPD
N -1.00059 -2.01285 -3.09601
B 0.36615 -2.06729 -3.79402
O 0.43348 -2.93116 -5.02424
N 1.62040 -1.33430 -3.26012
C 2.23176 -2.14952 -2.10101
O 3.57415 -1.97208 -1.95023
O 1.39397 -2.98448 -1.22709
C 1.67566 -4.41995 -1.37876
F 2.15742 -4.91279 -0.04659
F 2.63466 -4.76387 -2.45409
C 0.30066 -5.31555 -1.70121
F 0.22997 -5.47155 -3.18509
F -0.92305 -4.74955 -1.08829
F 0.47095 -6.70557 -1.14531
C 1.23985 0.05872 -2.80895
F 0.65571 0.00790 -1.44675
F 0.18599 0.70163 -3.68053
C 2.48482 1.13261 -2.75779
F 3.37749 0.98830 -1.57933
F 1.84189 2.49227 -2.61312
C 3.34870 1.22055 -4.17372
F 4.71270 0.65555 -4.01839
F 2.61151 0.68592 -5.35164
F 3.54666 2.69077 -4.46028
H -1.63446 -1.55500 -3.81573
H -1.36424 -2.96756 -2.88137
H 1.27316 -2.58701 -5.49269
C -0.84404 -1.53317 1.17910
O -1.08709 -2.83755 1.70236
C -1.77557 -2.85066 2.87157
O -2.18104 -1.87035 3.47613
O -1.93468 -4.14351 3.25171
C -2.64759 -4.31186 4.47553
H -0.28756 -1.64234 0.24417
H -1.78770 -1.02303 0.96045
H -0.23665 -0.94519 1.87460
H -3.66333 -3.91283 4.38866
H -2.11223 -3.83493 5.30287
H -2.71563 -5.38345 4.68230
C -2.47299 0.72750 5.00283
O -1.68967 1.46795 5.93686
C -1.01490 0.70187 6.83074
O -1.03188 -0.51774 6.88703
O -0.31801 1.52788 7.65131
C 0.44562 0.85501 8.65054
H -2.96816 1.43989 4.33724
H -1.83620 0.07527 4.39650
H -3.24345 0.14665 5.51989
H 1.19907 0.20790 8.19005
H -0.20825 0.27923 9.31350
H 0.96119 1.61163 9.24837
C -1.16108 8.00101 -2.12617
O -1.31065 6.63588 -2.51129
C -0.32630 6.17373 -3.32288
O 0.63128 6.81525 -3.72588
O -0.59198 4.87408 -3.60855
C 0.36809 4.25239 -4.46066
H -2.00254 8.26382 -1.47920
H -0.23453 8.14318 -1.56063
H -1.18455 8.65460 -3.00403
H 1.35574 4.24469 -3.98845
H 0.40573 4.75617 -5.43192
H 0.05613 3.21689 -4.62228
```

Calculated values
- Net charge: 0
- Orbital gap: 9.0 eV
- SMILES: NB(O)N(C(=O)OC(F)(F)C(F)(F)F)C(F)(F)C(F)(F)C(F)(F)F.COC(=O)OC.COC(=O)OC.COC(=O)OC
- Molar mass: 660.12 g mol⁻¹

The following is a DFT calculation (ωB97M-V/def2-TZVPD) of one molecule with the formula C15H21BN2O4 at a distorted geometry.

Geometry as XYZ:
```
43
C15H21BN2O4, DFT ωB97M-V/def2-TZVPD
C 1.37012 -4.72227 -3.91818
C 1.33899 -3.54963 -3.31894
C 0.08972 -3.07861 -2.68697
O -0.72555 -3.90335 -2.27015
N -0.21807 -1.71865 -2.62566
C 0.80004 -0.68231 -2.90484
C 0.73614 -0.22527 -4.34396
C -1.43702 -1.34356 -1.92455
C -1.16795 -0.39575 -0.81877
O -0.97986 0.77610 -1.08491
N -1.11140 -0.86324 0.48496
C -0.91376 0.03218 1.65708
C 0.29892 0.93267 1.52392
C 0.64667 1.87806 2.66263
C 1.88788 2.48969 2.73263
C 2.19578 3.35715 3.77952
C 1.27109 3.68140 4.72597
C 0.04182 3.07351 4.69772
C -0.28132 2.22814 3.64444
B -2.28330 0.67599 1.89626
O -2.81585 1.34931 0.84211
O -2.87080 0.55273 3.14534
H 0.49070 -5.31663 -3.90183
H 2.28119 -5.09453 -4.34971
H 2.23473 -2.94637 -3.28957
H 1.79672 -0.96445 -2.61024
H 0.61066 0.22125 -2.29029
H -0.29050 0.08967 -4.54154
H 0.96925 -1.09093 -5.00420
H 1.39395 0.59406 -4.60320
H -2.17643 -0.91483 -2.59336
H -1.93645 -2.26579 -1.55550
H -1.14595 -1.87898 0.71859
H -0.86289 -0.53933 2.58434
H 1.15535 0.27838 1.39665
H 0.20312 1.48825 0.59655
H 2.59101 2.31657 1.95031
H 3.16897 3.85799 3.82904
H 1.52177 4.34628 5.56127
H -0.63043 3.25114 5.51233
H -1.25864 1.78446 3.64852
H -2.26672 1.22125 0.05753
H -3.72171 1.01824 2.98868
```

Calculated values
- Net charge: 0
- Orbital gap: 9.6 eV
- SMILES: C=CC(=O)N(CC)CC(=O)N[C@@H](Cc1ccccc1)B(O)O
- Molar mass: 304.15 g mol⁻¹

The following is a DFT calculation (ωB97M-V/def2-TZVPD) of C15H21Br4ClO6RuSb as an isolated structure.

Geometry as XYZ:
```
49
C15H21Br4ClO6RuSb, DFT ωB97M-V/def2-TZVPD
Ru 0.11742 0.83536 1.74890
Br -2.05145 -3.61822 6.98877
C -1.65059 -2.83986 5.32701
C -2.05587 -3.49718 4.12193
Br -2.97592 -5.12624 4.21487
C -1.77473 -2.94266 2.89357
Br -2.26243 -3.75383 1.26982
C -1.08549 -1.71321 2.79962
O -0.79820 -1.15459 1.69445
C -0.66798 -1.03474 4.02446
O -0.05358 0.05656 3.92112
C -0.97462 -1.64978 5.27731
Br -0.40566 -0.73048 6.80760
O -1.26826 4.02503 0.54771
Cl -1.28858 3.35020 1.79966
O -1.85034 4.12024 2.84026
O 0.12388 2.98073 2.15583
O -1.96711 2.05212 1.66986
C 0.78303 3.11498 -2.74950
C 1.65269 1.90944 -2.42799
C 3.02604 2.29974 -1.89904
Sb 0.67524 0.56921 -1.04093
C -1.14109 0.03958 -2.07071
C -0.90074 -0.26001 -3.54495
C -2.23139 1.08315 -1.84487
C 1.76504 -1.28412 -1.30403
C 2.85228 -1.37643 -0.23628
C 0.84744 -2.50053 -1.25353
H 1.28865 3.74801 -3.48414
H 0.60227 3.72046 -1.85855
H -0.18408 2.82960 -3.16098
H 1.76533 1.27195 -3.30977
H 2.94516 2.86189 -0.96640
H 3.53813 2.93658 -2.62563
H 3.65703 1.42836 -1.71978
H -1.41907 -0.87735 -1.54403
H -0.62843 0.64311 -4.09499
H -1.81482 -0.65425 -3.99755
H -0.10935 -0.99598 -3.69844
H -1.98090 2.03839 -2.30854
H -2.40394 1.26497 -0.78295
H -3.17041 0.73764 -2.28595
H 2.23026 -1.21441 -2.29304
H 2.39875 -1.46979 0.75386
H 3.51018 -0.50593 -0.22981
H 3.47055 -2.26352 -0.39757
H 0.35987 -2.58742 -0.28036
H 1.43608 -3.40449 -1.43134
H 0.06969 -2.46230 -2.01496
```

Calculated values
- Expectation value of S²: 8.775
- Net charge: 0
- 2S+1: 6
- Orbital gap (spin up / spin down): 8.3 / 6.4 eV
- Molar mass: 875.23 g mol⁻¹

Q: Which formula does entry 6 have?
A: C15H21BF12N2O12

Q: What is the molar mass in the seventh record?
A: 304.15 g mol⁻¹